(w)
{
  "formula": "C4H11N4",
  "method": "ωB97M-V with the def2-TZVPD basis set",
  "homo_lumo_gap_ev": 9.69,
  "smiles": "C=C(C)C/[N+](N)=N/N",
  "e_lumo_ha": -0.13337,
  "multiplicity": 1,
  "charge": 1,
  "e_homo_ev": -13.3,
  "symbols": ["C", "C", "C", "C", "N", "N", "N", "N", "H", "H", "H", "H", "H", "H", "H", "H", "H", "H", "H"],
  "coordinates": [[1.243, 0.917, -1.798], [1.235, 0.770, -0.474], [2.508, 0.274, 0.143], [0.028, 0.877, 0.435], [-1.197, -0.238, 0.312], [-1.660, -0.332, -0.969], [-1.544, -0.818, 1.340], [-2.323, -1.763, 1.696], [0.352, 1.108, -2.480], [2.218, 1.028, -2.416], [2.575, -0.815, 0.412], [3.424, 0.389, -0.454], [2.624, 0.694, 1.143], [0.308, 0.764, 1.499], [-0.391, 1.920, 0.438], [-2.593, -0.785, -1.037], [-1.594, 0.534, -1.488], [-3.048, -2.375, 1.152], [-2.163, -2.148, 2.547]]
}


(x)
{
  "formula": "C4H11N4",
  "method": "ωB97M-V with the def2-TZVPD basis set",
  "homo_lumo_gap_ev": [8.73, 8.73],
  "smiles": "C=NCC[NH2+]/C=N/N",
  "e_lumo_ha": [-0.11722, -0.11721],
  "multiplicity": 1,
  "charge": 1,
  "e_homo_ev": [-11.9, -11.9],
  "symbols": ["C", "N", "C", "C", "N", "C", "N", "N", "H", "H", "H", "H", "H", "H", "H", "H", "H", "H", "H"],
  "coordinates": [[0.082, -2.192, -0.039], [0.508, -1.044, -0.437], [1.735, -0.519, 0.147], [1.352, 0.915, 0.602], [0.470, 1.539, -0.423], [-0.758, 0.649, -0.605], [-1.587, 0.723, 0.368], [-2.792, 0.249, 0.345], [0.536, -2.893, 0.628], [-0.537, -2.797, -0.643], [2.614, -0.597, -0.659], [2.047, -1.139, 0.936], [0.805, 0.683, 1.556], [2.272, 1.391, 0.753], [0.091, 2.478, -0.333], [0.933, 1.489, -1.258], [-1.067, 0.632, -1.667], [-3.383, 0.030, -0.492], [-3.320, 0.404, 1.222]]
}


(y)
{
  "formula": "C4H11N4",
  "method": "ωB97M-V with the def2-TZVPD basis set",
  "homo_lumo_gap_ev": 9.51,
  "e_lumo_ha": -0.16667,
  "multiplicity": 1,
  "charge": 1,
  "e_homo_ev": -14.0,
  "symbols": ["C", "C", "C", "C", "N", "N", "N", "N", "H", "H", "H", "H", "H", "H", "H", "H", "H", "H", "H"],
  "coordinates": [[1.618, -0.232, 0.128], [0.463, 0.560, -0.918], [-1.266, 1.641, 0.615], [-1.246, -1.929, -0.255], [1.012, -0.953, 0.885], [-0.782, 0.494, -0.199], [2.792, 0.240, -0.029], [-0.891, -0.703, 0.420], [0.779, 1.613, -1.071], [0.523, -0.190, -1.629], [-1.000, 2.519, 0.055], [-2.394, 1.602, 0.526], [-1.013, 1.926, 1.587], [-2.223, -2.108, -0.015], [-1.111, -1.633, -1.295], [-0.532, -2.716, 0.042], [3.058, 0.884, -0.659], [3.487, -0.314, 0.437], [-1.276, -0.701, 1.375]]
}


Energy relative to the most stable one, in kcal/mol: (w) 20.3; (x) 0.0; (y) 8.7


(w)
{
  "formula": "C10H11N3O2",
  "method": "ωB97M-V with the def2-TZVPD basis set",
  "homo_lumo_gap_ev": 8.96,
  "smiles": "[H]/N=N/[C@@H]1[C@H](c2ccccc2)[C@@]1(C)[N+](=O)[O-]",
  "e_lumo_ha": -0.00830,
  "multiplicity": 1,
  "e_homo_ev": -9.2,
  "symbols": ["H", "N", "N", "C", "C", "C", "C", "C", "C", "C", "C", "C", "C", "N", "O", "O", "H", "H", "H", "H", "H", "H", "H", "H", "H", "H"],
  "coordinates": [[0.577, 0.484, -3.131], [0.380, -0.393, -2.582], [1.357, -0.623, -1.857], [1.100, -1.365, -0.686], [0.222, -0.991, 0.537], [-0.888, -0.011, 0.339], [-0.776, 1.051, -0.468], [-1.883, 1.867, -0.680], [-3.150, 1.388, -0.376], [-3.301, 0.342, 0.483], [-2.126, -0.296, 0.868], [1.723, -0.656, 0.564], [2.265, 0.758, 0.527], [2.439, -1.508, 1.455], [2.001, -2.573, 1.810], [3.532, -1.149, 1.878], [1.205, -2.456, -0.537], [-0.129, -1.836, 0.983], [0.237, 1.238, -0.858], [-1.812, 2.755, -1.187], [-3.972, 1.893, -0.784], [-4.280, -0.142, 0.624], [-2.122, -1.090, 1.686], [1.828, 1.392, 1.245], [2.183, 1.243, -0.588], [3.390, 0.679, 0.734]]
}


(x)
{
  "formula": "C10H11N3O2",
  "method": "ωB97M-V with the def2-TZVPD basis set",
  "homo_lumo_gap_ev": [7.34, 7.34],
  "smiles": "C/C(=N/N1C[C@H]1c1ccccc1)[N+](=O)[O-]",
  "e_lumo_ha": [-0.02862, -0.02860],
  "multiplicity": 1,
  "e_homo_ev": [-8.1, -8.1],
  "symbols": ["C", "C", "N", "N", "C", "C", "C", "C", "C", "C", "C", "C", "N", "O", "O", "H", "H", "H", "H", "H", "H", "H", "H", "H", "H", "H"],
  "coordinates": [[-1.292, -3.886, -1.602], [-0.915, -2.783, -0.718], [0.203, -2.110, -1.014], [0.869, -1.131, -0.587], [1.949, -0.468, -1.238], [1.747, 0.319, 0.096], [0.980, 1.483, 0.400], [0.891, 1.758, 1.839], [0.110, 2.799, 2.314], [-0.651, 3.614, 1.398], [-0.673, 3.327, 0.002], [0.239, 2.298, -0.463], [-1.615, -2.318, 0.439], [-1.198, -1.306, 0.976], [-2.608, -2.908, 0.895], [-0.548, -3.713, -2.512], [-2.250, -3.695, -2.153], [-1.207, -4.854, -1.142], [1.582, -0.004, -2.133], [2.943, -1.087, -1.294], [2.223, -0.036, 0.996], [1.523, 1.101, 2.461], [0.018, 2.978, 3.436], [-1.349, 4.431, 1.722], [-1.079, 4.050, -0.626], [0.108, 2.139, -1.492]]
}


Energy relative to the most stable one, in kcal/mol: (w) 0.0; (x) 33.1


(w)
{
  "formula": "C4H6NO2",
  "method": "ωB97M-V with the def2-TZVPD basis set",
  "homo_lumo_gap_ev": 5.94,
  "smiles": "C=C1[C@H](O)CN1[O-]",
  "e_lumo_ha": 0.15044,
  "multiplicity": 1,
  "charge": -1,
  "e_homo_ev": -1.8,
  "symbols": ["C", "C", "C", "O", "C", "N", "O", "H", "H", "H", "H", "H", "H"],
  "coordinates": [[0.286, 0.517, 1.934], [0.319, -0.174, 0.591], [0.164, 0.588, -0.713], [-0.848, 1.523, -0.691], [-0.292, -0.828, -1.317], [0.146, -1.333, 0.010], [0.135, -2.541, 0.466], [0.583, 0.047, 2.793], [0.398, 1.542, 1.633], [1.085, 0.993, -1.217], [-0.839, 1.747, 0.259], [-1.377, -0.807, -1.519], [0.241, -1.277, -2.231]]
}


(x)
{
  "formula": "C4H6NO2",
  "method": "ωB97M-V with the def2-TZVPD basis set",
  "homo_lumo_gap_ev": 6.92,
  "e_lumo_ha": 0.15264,
  "multiplicity": 1,
  "charge": -1,
  "e_homo_ev": -2.8,
  "symbols": ["C", "C", "C", "C", "N", "O", "O", "H", "H", "H", "H", "H", "H"],
  "coordinates": [[2.108, 0.986, 0.926], [2.127, 2.012, 0.008], [2.498, -0.309, 0.836], [-0.147, -1.003, -1.653], [2.847, -1.372, 0.407], [3.214, -2.550, 0.511], [2.339, 2.002, -1.172], [1.812, 1.159, 1.945], [1.984, 2.963, 0.550], [-0.613, -1.449, -0.779], [-0.924, -0.381, -2.182], [0.249, -1.774, -2.203], [0.687, -0.409, -1.455]]
}


Energy relative to the most stable one, in kcal/mol: (w) 25.6; (x) 0.0


(w)
{
  "formula": "C7H15N3",
  "method": "ωB97M-V with the def2-TZVPD basis set",
  "homo_lumo_gap_ev": 8.77,
  "e_lumo_ha": 0.02152,
  "multiplicity": 1,
  "e_homo_ev": -8.2,
  "symbols": ["C", "C", "C", "C", "C", "C", "C", "N", "N", "N", "H", "H", "H", "H", "H", "H", "H", "H", "H", "H", "H", "H", "H", "H", "H"],
  "coordinates": [[-2.115, 1.755, -0.178], [-0.278, -0.056, -0.558], [1.912, 0.915, -0.876], [1.764, -0.980, 0.679], [0.683, 1.195, 1.261], [-1.642, -2.072, -0.612], [1.019, 0.237, 0.154], [-2.574, 0.832, 0.467], [-2.277, -0.321, 0.842], [-1.159, -0.902, 0.066], [-0.812, 1.019, -0.434], [-2.560, 2.385, -0.960], [-0.243, -0.359, -1.523], [2.210, 0.269, -1.678], [2.811, 1.164, -0.405], [1.504, 1.851, -1.404], [2.566, -0.639, 1.228], [1.069, -1.471, 1.328], [1.982, -1.702, -0.089], [-0.130, 0.624, 1.670], [0.288, 2.153, 0.970], [1.316, 1.207, 2.181], [-2.749, -2.045, -0.414], [-1.456, -2.165, -1.712], [-1.128, -2.896, -0.005]]
}


(x)
{
  "formula": "C7H15N3",
  "method": "ωB97M-V with the def2-TZVPD basis set",
  "homo_lumo_gap_ev": 6.46,
  "smiles": "[H]/N=C(/C(C)=C(\\C)N)[C@H](C)N",
  "e_lumo_ha": -0.00326,
  "multiplicity": 1,
  "e_homo_ev": -6.5,
  "symbols": ["H", "N", "C", "C", "C", "C", "C", "N", "C", "C", "N", "H", "H", "H", "H", "H", "H", "H", "H", "H", "H", "H", "H", "H", "H"],
  "coordinates": [[1.733, 2.506, -0.349], [1.475, 1.690, -0.901], [0.569, 0.964, -0.402], [-0.793, 0.815, -0.547], [-1.713, 1.907, -1.024], [-1.265, -0.443, -0.091], [-2.026, -0.560, 1.196], [-1.343, -1.491, -0.937], [1.231, -0.630, 0.361], [2.350, -0.153, 1.282], [1.668, -1.324, -0.839], [-2.514, 2.124, -0.313], [-1.148, 2.827, -1.169], [-2.182, 1.645, -1.978], [-1.564, 0.051, 1.969], [-3.036, -0.169, 1.034], [-2.125, -1.595, 1.530], [-0.612, -1.551, -1.635], [-1.704, -2.373, -0.610], [0.624, -1.335, 0.933], [2.979, -0.994, 1.595], [1.940, 0.316, 2.178], [2.994, 0.568, 0.777], [2.186, -0.687, -1.437], [2.276, -2.109, -0.622]]
}


Energy relative to the most stable one, in kcal/mol: (w) 46.5; (x) 0.0


(w)
{
  "formula": "C3H7OS",
  "method": "ωB97M-V with the def2-TZVPD basis set",
  "homo_lumo_gap_ev": 5.58,
  "smiles": "[O-]CCCS",
  "e_lumo_ha": 0.11977,
  "multiplicity": 1,
  "charge": -1,
  "e_homo_ev": -2.3,
  "symbols": ["O", "C", "C", "C", "S", "H", "H", "H", "H", "H", "H", "H"],
  "coordinates": [[0.244, -2.532, 0.715], [0.730, -1.292, 0.765], [0.039, -0.430, -0.554], [-0.442, 0.884, 0.212], [-0.986, 2.368, -0.742], [0.443, -0.667, 1.726], [1.752, -1.105, 0.534], [-0.831, -0.966, -1.011], [0.799, -0.186, -1.234], [-1.260, 0.785, 0.887], [0.577, 1.250, 0.664], [-1.065, 1.892, -1.962]]
}


(x)
{
  "formula": "C3H7OS",
  "method": "ωB97M-V with the def2-TZVPD basis set",
  "homo_lumo_gap_ev": 6.77,
  "e_lumo_ha": 0.15139,
  "multiplicity": 1,
  "charge": -1,
  "e_homo_ev": -2.6,
  "symbols": ["C", "S", "H", "H", "H", "C", "C", "O", "H", "H", "H", "H"],
  "coordinates": [[-0.253, 2.604, 1.261], [0.201, 0.954, 1.910], [-1.361, 2.791, 1.149], [0.239, 2.696, 0.301], [0.061, 3.433, 1.911], [0.856, -2.373, -1.105], [-0.335, -1.748, -1.069], [-0.824, -1.044, -0.038], [1.127, -2.686, -2.124], [1.379, -2.958, -0.361], [-0.714, -1.498, -2.067], [-0.378, -0.171, 0.232]]
}


Energy relative to the most stable one, in kcal/mol: (w) 19.0; (x) 0.0


(w)
{
  "formula": "C4H8N3",
  "method": "ωB97M-V with the def2-TZVPD basis set",
  "homo_lumo_gap_ev": [8.03, 8.03],
  "e_lumo_ha": [-0.17689, -0.17683],
  "multiplicity": 1,
  "charge": 1,
  "e_homo_ev": [-12.8, -12.8],
  "symbols": ["C", "C", "C", "C", "N", "N", "N", "H", "H", "H", "H", "H", "H", "H", "H"],
  "coordinates": [[-1.717, -0.983, -0.016], [-3.513, 0.696, 0.068], [2.325, -0.221, 0.057], [1.328, 0.927, -0.038], [-2.678, -0.105, -0.015], [-0.423, -0.589, -0.035], [-0.053, 0.608, -0.031], [-1.967, -2.027, 0.016], [-4.293, 1.399, -0.050], [2.312, -0.850, -0.833], [2.143, -0.836, 0.940], [3.327, 0.188, 0.156], [1.492, 1.520, -0.946], [1.460, 1.640, 0.788], [0.257, -1.368, -0.062]]
}


(x)
{
  "formula": "C4H8N3",
  "method": "ωB97M-V with the def2-TZVPD basis set",
  "homo_lumo_gap_ev": 9.58,
  "smiles": "C#[N+]N(C)/C=N/C",
  "e_lumo_ha": -0.15576,
  "multiplicity": 1,
  "charge": 1,
  "e_homo_ev": -13.8,
  "symbols": ["C", "N", "N", "C", "C", "N", "C", "H", "H", "H", "H", "H", "H", "H", "H"],
  "coordinates": [[-1.881, 1.482, 1.106], [-1.076, 1.091, 0.382], [-0.162, 0.722, -0.586], [0.115, 1.628, -1.666], [0.506, -0.459, -0.270], [0.129, -1.055, 0.767], [0.698, -2.276, 1.219], [-2.635, 1.792, 1.781], [-0.444, 2.553, -1.540], [1.179, 1.868, -1.692], [-0.175, 1.175, -2.617], [1.293, -0.733, -0.973], [0.987, -2.142, 2.262], [1.554, -2.611, 0.628], [-0.086, -3.035, 1.199]]
}


Energy relative to the most stable one, in kcal/mol: (w) 3.0; (x) 0.0